{"formula": "C33H67NO10", "method": "ωB97M-V with the def2-TZVPD basis set", "symbols": ["C", "C", "C", "O", "C", "H", "H", "H", "H", "H", "H", "H", "H", "C", "C", "C", "O", "C", "H", "H", "H", "H", "H", "H", "H", "H", "C", "C", "C", "O", "C", "H", "H", "H", "H", "H", "H", "H", "H", "C", "C", "C", "O", "C", "H", "H", "H", "H", "H", "H", "H", "H", "C", "C", "C", "O", "C", "H", "H", "H", "H", "H", "H", "H", "H", "C", "C", "C", "O", "C", "H", "H", "H", "H", "H", "H", "H", "H", "C", "C", "C", "O", "C", "H", "H", "H", "H", "H", "H", "H", "H", "C", "C", "C", "O", "C", "H", "H", "H", "H", "H", "H", "H", "H", "C", "N", "O", "O", "H", "H", "H"], "xyz": [[-4.6666, 3.2574, 0.5539], [-4.7810, 2.0492, -0.4360], [-3.8397, 2.4321, -1.6263], [-2.8546, 3.3312, -1.0691], [-3.1909, 3.6747, 0.2656], [-4.7562, 2.9707, 1.5884], [-5.4685, 4.0129, 0.4223], [-5.7577, 1.7741, -0.7618], [-4.3347, 1.1815, 0.0855], [-4.4641, 2.9816, -2.3408], [-3.3475, 1.5612, -2.0436], [-3.0095, 4.7489, 0.5071], [-2.5012, 3.1113, 0.9305], [0.9867, 5.3135, -0.7533], [0.1313, 6.1606, 0.2379], [-0.0384, 5.2280, 1.4448], [0.0630, 3.8832, 0.9430], [0.8357, 3.8402, -0.2464], [2.0021, 5.6210, -0.6710], [0.7338, 5.3601, -1.7692], [-0.8103, 6.3243, -0.2865], [0.5238, 7.1514, 0.6039], [-1.0128, 5.3955, 1.8878], [0.6660, 5.4169, 2.2139], [0.3372, 3.2770, -1.0283], [1.8520, 3.4838, -0.0680], [3.9434, -2.7405, 0.3435], [4.5072, -1.9524, -0.7953], [5.9920, -2.1391, -0.6085], [6.1289, -3.4987, -0.2046], [5.0591, -3.7638, 0.6983], [2.9668, -3.2156, 0.1706], [3.8041, -2.1401, 1.2158], [4.1983, -0.9048, -0.8270], [4.1007, -2.3954, -1.7383], [6.3078, -1.3936, 0.1065], [6.5645, -2.0168, -1.4995], [5.4187, -3.6848, 1.7697], [4.7692, -4.8184, 0.5263], [-3.3566, 0.1853, 3.9607], [-3.1940, 1.7230, 4.1373], [-1.9104, 1.8892, 4.8940], [-1.1297, 0.7847, 4.4321], [-1.9493, -0.2952, 4.0069], [-3.8516, -0.0833, 3.0250], [-3.9604, -0.1972, 4.7897], [-4.0810, 1.9967, 4.6822], [-3.2220, 2.2521, 3.1713], [-2.1367, 1.7735, 5.9567], [-1.3755, 2.8600, 4.7548], [-1.7570, -1.1108, 4.6990], [-1.6228, -0.6727, 3.0371], [2.5270, -5.6555, -3.2249], [2.1344, -4.6387, -4.3468], [2.3295, -3.2954, -3.5584], [2.1826, -3.5821, -2.1800], [2.9058, -4.8038, -2.0536], [3.3059, -6.2843, -3.6083], [1.6055, -6.2558, -3.1355], [1.0861, -4.7538, -4.6887], [2.7863, -4.6843, -5.1945], [1.5261, -2.6836, -3.9015], [3.3011, -2.8626, -3.8437], [2.5992, -5.2456, -1.1019], [3.9596, -4.5276, -2.0379], [-1.0439, -3.5132, 1.5575], [-2.2417, -3.9089, 2.5039], [-2.5337, -5.2680, 1.9595], [-2.4028, -5.2052, 0.5297], [-1.5379, -4.0784, 0.1868], [-0.0735, -3.9292, 1.9245], [-0.9553, -2.4389, 1.5892], [-3.0795, -3.2609, 2.3246], [-1.9150, -3.8335, 3.5513], [-3.5933, -5.5631, 2.1687], [-1.8407, -6.0011, 2.3968], [-2.0879, -3.3430, -0.3894], [-0.6887, -4.4821, -0.3473], [-0.3558, 0.7919, 0.8563], [1.0681, 0.3245, 0.5533], [0.8649, -0.8594, -0.4976], [-0.4889, -0.7653, -0.8781], [-1.0199, 0.5083, -0.4961], [-0.5079, 1.8085, 1.1811], [-0.7205, 0.1362, 1.6052], [1.6400, -0.0715, 1.4022], [1.7005, 1.0669, 0.1100], [1.0003, -1.8308, 0.0205], [1.5345, -0.7258, -1.3508], [-2.1070, 0.4035, -0.4699], [-0.7384, 1.2705, -1.2269], [0.5169, 1.4887, -3.8449], [-0.4351, 2.2754, -4.6646], [-1.5286, 1.3012, -4.9539], [-0.9153, -0.0091, -5.0533], [0.2678, 0.0215, -4.2441], [0.2316, 1.5605, -2.8079], [1.5780, 1.7389, -3.8721], [0.0900, 2.5286, -5.5828], [-0.7003, 3.2471, -4.2134], [-2.0068, 1.4509, -5.8953], [-2.2127, 1.2827, -4.0944], [1.1292, -0.2967, -4.8416], [0.0838, -0.6028, -3.3758], [1.0611, 2.1932, 3.2511], [1.9530, 2.4403, 4.3968], [3.0969, 2.0777, 4.3316], [1.4469, 2.8886, 5.3989], [0.4793, 3.0631, 3.0282], [0.4918, 1.2757, 3.4469], [1.7360, 2.1321, 2.4127]], "de_lowest_kcal_mol": 8.5, "charge": 0, "e_lumo_ev": 0.530, "e_homo_ev": -9.5, "gap_ev": 10.01, "fmax_ev_per_a": 2.39}

{"formula": "C20H51CrN3O4Si2", "method": "ωB97M-V with the def2-TZVPD basis set", "symbols": ["Cr", "N", "C", "C", "N", "C", "C", "N", "H", "H", "H", "H", "H", "H", "H", "H", "H", "H", "H", "H", "H", "C", "Si", "C", "C", "C", "H", "H", "H", "H", "H", "H", "H", "H", "H", "H", "H", "C", "C", "C", "C", "O", "Si", "O", "O", "C", "C", "C", "C", "O", "C", "C", "C", "C", "H", "H", "H", "H", "H", "H", "H", "H", "H", "H", "H", "H", "H", "H", "H", "H", "H", "H", "H", "H", "H", "H", "H", "H", "H", "H", "H"], "xyz": [[1.3293, -0.7777, -1.6484], [2.6676, -1.2772, -3.3544], [1.9461, -0.9834, -4.6448], [0.6058, -0.2737, -4.4118], [-0.0957, -0.8525, -3.2420], [-0.6585, -2.2244, -3.3667], [0.0852, -3.2799, -2.4770], [0.5916, -2.6747, -1.2377], [3.5187, -0.6799, -3.2453], [2.9832, -2.2497, -3.2834], [1.7145, -1.9397, -5.1634], [2.6191, -0.4380, -5.3157], [-0.0094, -0.4710, -5.3117], [0.6652, 0.8166, -4.2691], [-0.8621, -0.2282, -2.9368], [-0.6465, -2.6112, -4.4372], [-1.7296, -2.1870, -3.0886], [0.9758, -3.6311, -3.0796], [-0.4969, -4.1909, -2.2833], [1.1811, -3.3310, -0.7420], [-0.1794, -2.4609, -0.5874], [2.4643, 2.3118, -1.6789], [3.5957, 1.4271, -0.4625], [3.7396, 2.4327, 1.1980], [5.3166, 1.6854, -1.1501], [2.9701, -0.3278, -0.2837], [2.4638, 3.4126, -1.4826], [1.4577, 1.8670, -1.6352], [2.8906, 2.1876, -2.6919], [3.9632, 3.4600, 0.9175], [4.6018, 2.0849, 1.8079], [2.8493, 2.4183, 1.8532], [5.5773, 2.7311, -1.2031], [5.2390, 1.4236, -2.2382], [6.1110, 1.1349, -0.6974], [2.4527, -0.3411, 0.7090], [3.8352, -1.0368, -0.2037], [-0.0076, 1.5098, 3.6886], [0.3847, 0.0283, 3.4330], [-0.4400, -1.0275, 4.0938], [1.8714, -0.2202, 3.6756], [0.2092, -0.2508, 1.9909], [-0.8920, -0.1018, 0.7758], [-0.1022, 0.0551, -0.6378], [-1.9528, 1.0977, 1.0944], [-2.2847, 2.3823, 0.5330], [-3.0067, 2.1128, -0.7882], [-0.9560, 3.1560, 0.4327], [-3.2262, 3.0724, 1.5548], [-1.7621, -1.5077, 0.7257], [-3.0569, -1.9441, 1.1345], [-3.9868, -0.8553, 1.7895], [-2.7776, -3.1059, 2.0753], [-3.8176, -2.3877, -0.1108], [0.2032, 1.7721, 4.7528], [-1.0374, 1.6567, 3.4579], [0.6153, 2.1521, 3.0393], [-0.3534, -1.0489, 5.1780], [-0.1378, -1.9970, 3.6842], [-1.5103, -0.8656, 3.8079], [2.1277, -0.1472, 4.7402], [2.4470, 0.4863, 3.0865], [2.1535, -1.2281, 3.3992], [-2.5203, 1.3100, -1.3646], [-3.0989, 2.9866, -1.3877], [-4.0477, 1.8068, -0.5993], [-0.2026, 2.4645, 0.0225], [-0.6235, 3.4466, 1.4327], [-0.9966, 4.0544, -0.1795], [-4.1824, 2.5501, 1.6038], [-3.4088, 4.0941, 1.2145], [-2.8232, 3.1135, 2.5808], [-3.5310, -0.4116, 2.6969], [-4.9113, -1.3660, 2.0499], [-4.1910, -0.0647, 1.0614], [-2.2097, -2.7578, 2.9527], [-2.1083, -3.8093, 1.5763], [-3.7036, -3.5498, 2.3976], [-3.7775, -1.5641, -0.8057], [-4.8677, -2.7688, 0.0538], [-3.2329, -3.2542, -0.5447]], "de_lowest_kcal_mol": 8.0, "charge": 1, "e_lumo_ev": [-3.603, -2.785], "e_homo_ev": [-11.6, -11.6], "gap_ev": [8.04, 8.86], "fmax_ev_per_a": 2.15, "multiplicity": 4}